Arrangement P

DFT (ωB97M-V/def2-TZVPD) results for one molecule with the formula CH2N2O2S.

Each line ends with the natural charge from an NBO analysis.
Cartesian coordinates (Å):
C -0.990 -2.512 -0.566  -0.048
N -1.430 -3.080 -1.454  -0.348
N 0.327 0.022 0.277  -1.041
O 1.584 -2.078 0.426  -0.875
O -0.227 -1.768 2.100  -0.849
S 0.338 -1.587 0.799  2.287
H -0.602 0.545 0.418  0.445
H 0.957 0.006 -0.501  0.428

Values from the calculation:
- multiplicity = 1
- molecular weight (g mol⁻¹) = 106.11
- total charge = 0
- HOMO energy (eV) = -12.23

=====

Arrangement Q

DFT (ωB97M-V/def2-TZVPD) results for a 2-piece molecular cluster, CH2N2O2S overall.

Each line ends with the natural charge from an NBO analysis.
Cartesian coordinates (Å):
C 2.325 -0.597 1.870  -0.046
N 2.973 -0.883 2.795  -0.441
N 0.014 0.024 -0.563  -1.011
O 2.065 -1.140 -1.377  -0.826
O 2.433 1.173 -0.622  -0.805
S 1.718 -0.043 -0.527  2.248
H -0.642 0.494 0.140  0.449
H -0.215 -1.062 -0.613  0.432

Values from the calculation:
- multiplicity = 1
- molecular weight (g mol⁻¹) = 106.11
- total charge = 0
- HOMO energy (spin up / spin down) (eV) = -11.40 / -11.40

=====

Arrangement R

DFT (ωB97M-V/def2-TZVPD) results for one molecule with the formula CH2N2O2S.

Each line ends with the natural charge from an NBO analysis.
Cartesian coordinates (Å):
C 0.433 -0.291 -0.280  -0.580
N 0.424 -1.596 -0.114  0.117
N 0.506 -2.675 0.217  0.142
O 2.806 0.517 -1.201  -0.923
O 2.873 -0.483 0.937  -0.936
S 2.335 0.610 0.161  1.643
H 0.017 -0.048 -1.275  0.269
H 0.013 0.204 0.620  0.268

Values from the calculation:
- multiplicity = 1
- molecular weight (g mol⁻¹) = 106.11
- total charge = 0
- HOMO energy (spin up / spin down) (eV) = -9.45 / -9.45

=====

Arrangement S

DFT (ωB97M-V/def2-TZVPD) results for one molecule with the formula CH2N2O2S.

Each line ends with the natural charge from an NBO analysis.
Cartesian coordinates (Å):
C 0.121 -0.473 -0.362  -0.135
N 2.166 -0.109 0.815  -0.351
N 1.210 -0.405 0.150  0.016
O -2.527 -0.712 -0.393  -0.900
O -1.384 1.329 -0.255  -0.916
S -1.759 0.128 0.449  1.675
H -0.011 -0.557 -1.470  0.267
H 2.184 0.799 1.065  0.344

Values from the calculation:
- multiplicity = 1
- molecular weight (g mol⁻¹) = 106.11
- total charge = 0
- HOMO energy (spin up / spin down) (eV) = -9.81 / -9.81

=====

Referenced to the most stable arrangement, the calculated values in eV are arrangement P 0.000; arrangement Q 1.579; arrangement R 0.246; arrangement S 1.641.

=====

Arrangement P

DFT (ωB97M-V/def2-TZVPD) results for CH2N2O2S as an isolated structure.

Each line ends with the natural charge from an NBO analysis.
Cartesian coordinates (Å):
C -0.801 0.636 0.014  0.196
N 0.996 1.259 -0.630  -0.813
N -0.765 -0.606 -0.227  -0.132
O 1.646 -0.197 1.321  -0.896
O 0.262 -1.286 -0.599  -0.525
S 1.859 0.105 -0.083  1.527
H -1.597 1.285 0.294  0.228
H -1.600 -1.196 -0.089  0.416

Values from the calculation:
- multiplicity = 1
- molecular weight (g mol⁻¹) = 106.11
- total charge = 0
- HOMO energy (eV) = -10.02

=====

Arrangement Q

DFT (ωB97M-V/def2-TZVPD) results for a 2-piece molecular cluster, CH2N2O2S overall.

Each line ends with the natural charge from an NBO analysis.
Cartesian coordinates (Å):
C 2.945 0.216 0.418  0.056
N 3.664 0.419 -0.433  -0.291
N -1.411 -1.188 -0.264  -1.037
O -1.319 1.375 -0.434  -0.830
O -3.271 0.126 0.640  -0.811
S -2.030 0.187 -0.012  2.279
H 1.962 0.087 0.885  0.234
H -0.540 -1.221 -0.799  0.400

Values from the calculation:
- multiplicity = 1
- molecular weight (g mol⁻¹) = 106.11
- total charge = 0
- HOMO energy (eV) = -11.93

=====

Referenced to the most stable arrangement, the calculated values in eV are arrangement P 3.122; arrangement Q 0.000.

=====

Arrangement P

DFT (ωB97M-V/def2-TZVPD) results for C47H59BN9O3S3Zr as an isolated structure.

Each line ends with the Löwdin charge.
Cartesian coordinates (Å):
Zr 2.684 -0.791 -0.230  1.469
C -1.460 -1.973 -3.177  -0.034
C -1.794 -1.163 -1.960  -0.232
C -3.038 -1.177 -1.406  0.094
C -3.343 -0.411 -0.255  -0.173
N -2.429 0.346 0.297  0.206
N -1.211 0.379 -0.274  0.050
B -0.286 1.417 0.368  -0.619
N 0.404 1.106 1.707  0.135
N -0.662 1.943 1.779  0.243
C -0.975 2.622 2.846  -0.094
C -0.153 2.352 3.982  0.103
C 0.916 1.514 3.946  -0.189
C 1.783 1.301 5.147  -0.030
C 1.252 0.857 2.692  -0.613
S 2.621 -0.113 2.484  0.774
C -2.112 3.613 2.869  -0.521
C -2.770 3.716 1.496  -0.035
C -3.128 3.134 3.924  -0.005
C -1.539 4.981 3.279  -0.011
N 0.263 2.460 -0.592  0.002
N -0.804 3.010 -1.211  0.198
C -0.592 4.024 -2.004  -0.177
C 0.719 4.552 -2.145  0.098
C 1.791 3.977 -1.535  -0.213
C 3.183 4.516 -1.678  -0.030
C 1.538 2.809 -0.757  -0.559
S 2.817 1.922 -0.008  0.709
C -1.777 4.636 -2.727  -0.545
C -3.035 3.796 -2.521  -0.045
C -1.998 6.047 -2.164  -0.018
C -1.450 4.712 -4.228  -0.025
C -0.826 -0.325 -1.344  -0.539
S 0.769 -0.137 -1.992  0.776
C -4.736 -0.371 0.359  -0.540
C -4.645 -0.226 1.879  -0.038
C -5.451 0.857 -0.236  -0.015
C -5.525 -1.637 0.015  -0.043
H -2.202 -2.753 -3.336  0.097
H -1.443 -1.334 -4.063  0.107
H -0.468 -2.418 -3.100  0.064
H -3.809 -1.796 -1.847  0.133
H -0.390 2.863 4.906  0.141
H 1.312 1.697 6.043  0.099
H 2.008 0.244 5.290  0.084
H 2.742 1.806 5.002  0.110
H -3.116 2.745 1.136  0.059
H -3.631 4.382 1.565  0.109
H -2.083 4.133 0.755  0.070
H -3.469 2.117 3.728  0.080
H -2.715 3.173 4.933  0.093
H -3.997 3.792 3.900  0.107
H -0.787 5.331 2.568  0.098
H -2.351 5.710 3.295  0.107
H -1.096 4.966 4.276  0.091
H 0.867 5.438 -2.751  0.139
H 3.167 5.494 -2.154  0.098
H 3.674 4.600 -0.709  0.088
H 3.793 3.847 -2.288  0.083
H -3.329 3.761 -1.469  0.069
H -3.853 4.241 -3.089  0.100
H -2.897 2.770 -2.870  0.085
H -2.278 6.010 -1.108  0.086
H -1.109 6.674 -2.263  0.090
H -2.805 6.538 -2.709  0.104
H -1.161 3.738 -4.627  0.096
H -2.335 5.046 -4.770  0.100
H -0.652 5.425 -4.444  0.087
H -4.067 0.653 2.161  0.047
H -5.649 -0.121 2.292  0.103
H -4.185 -1.106 2.336  0.093
H -4.971 1.783 0.086  0.073
H -5.452 0.831 -1.329  0.096
H -6.490 0.875 0.096  0.103
H -4.977 -2.548 0.275  0.093
H -6.454 -1.642 0.585  0.101
H -5.803 -1.685 -1.040  0.090
C 4.682 0.834 -2.519  -0.022
O 3.824 -0.291 -2.148  -0.317
C 3.622 -1.233 -3.185  -0.241
C 3.906 -0.988 -4.511  0.009
C 3.725 -2.018 -5.428  -0.023
C 3.289 -3.271 -5.020  -0.035
C 3.008 -3.504 -3.684  0.012
C 3.148 -2.468 -2.781  -0.207
N 2.943 -2.581 -1.377  -0.103
N 2.966 -3.742 -0.874  0.165
C 3.213 -3.877 0.464  -0.158
C 3.937 -2.905 1.192  -0.315
O 4.173 -1.707 0.651  -0.278
C 4.464 -3.211 2.459  0.010
C 4.191 -4.420 3.025  0.040
C 3.437 -5.429 2.353  -0.160
C 3.199 -6.681 2.958  -0.005
C 2.536 -7.665 2.274  -0.043
C 2.102 -7.427 0.958  -0.043
C 2.311 -6.209 0.355  -0.036
C 2.979 -5.184 1.046  -0.112
H 5.563 0.427 -3.006  0.119
H 4.950 1.344 -1.605  0.062
H 4.130 1.497 -3.179  0.102
H 4.272 -0.030 -4.850  0.123
H 3.948 -1.833 -6.470  0.127
H 3.178 -4.069 -5.742  0.124
H 2.684 -4.475 -3.333  0.121
H 5.066 -2.466 2.962  0.134
H 4.573 -4.637 4.017  0.137
H 3.562 -6.859 3.964  0.128
H 2.367 -8.630 2.732  0.121
H 1.611 -8.219 0.408  0.120
H 1.990 -6.045 -0.666  0.108
C -0.368 -4.485 2.569  0.022
N -0.082 -3.637 1.403  -0.114
C -0.674 -4.049 0.128  0.028
C 0.695 -2.603 1.514  -0.253
O 1.002 -1.848 0.537  -0.267
H -0.023 -5.496 2.358  0.099
H -1.440 -4.495 2.759  0.107
H 0.157 -4.098 3.438  0.104
H -0.358 -5.068 -0.091  0.100
H -0.343 -3.380 -0.658  0.079
H -1.760 -4.024 0.215  0.107
H 1.106 -2.397 2.503  0.131

Values from the calculation:
- multiplicity = 1
- molecular weight (g mol⁻¹) = 996.29
- total charge = +3
- HOMO energy (eV) = -14.88

=====

Arrangement Q

DFT (ωB97M-V/def2-TZVPD) results for C47H59BN9O3S3Zr as an isolated structure.

Each line ends with the Löwdin charge.
Cartesian coordinates (Å):
Zr -0.075 -0.128 -0.385  1.383
C 0.149 -4.090 2.653  -0.033
C 0.893 -2.897 3.180  -0.214
C 1.952 -3.016 4.035  0.108
C 2.654 -1.878 4.495  -0.163
N 2.331 -0.688 4.059  0.201
N 1.285 -0.573 3.235  0.053
B 1.016 0.881 2.849  -0.631
N 1.856 1.531 1.732  0.134
N 2.170 1.876 3.002  0.243
C 3.054 2.774 3.325  -0.093
C 3.744 3.342 2.213  0.105
C 3.462 3.014 0.922  -0.189
C 4.190 3.636 -0.227  -0.034
C 2.407 2.052 0.647  -0.607
S 1.912 1.664 -0.921  0.785
C 3.306 3.169 4.758  -0.519
C 2.415 2.374 5.710  -0.034
C 4.790 2.914 5.077  -0.003
C 2.988 4.672 4.881  -0.010
N -0.372 1.378 3.201  0.013
N -0.564 1.077 4.498  0.197
C -1.647 1.506 5.078  -0.176
C -2.559 2.323 4.354  0.100
C -2.371 2.599 3.034  -0.222
C -3.318 3.464 2.254  -0.037
C -1.228 2.024 2.405  -0.565
S -0.960 2.153 0.700  0.713
C -1.877 1.143 6.535  -0.544
C -0.815 0.161 7.032  -0.045
C -1.812 2.437 7.366  -0.019
C -3.267 0.503 6.665  -0.026
C 0.525 -1.583 2.792  -0.529
S -0.889 -1.308 1.819  0.788
C 3.779 -1.940 5.526  -0.533
C 4.955 -1.068 5.068  -0.032
C 3.207 -1.395 6.848  -0.018
C 4.268 -3.374 5.744  -0.046
H 0.622 -5.014 2.981  0.097
H -0.887 -4.088 2.996  0.096
H 0.121 -4.068 1.563  0.084
H 2.270 -4.002 4.349  0.131
H 4.519 4.070 2.413  0.141
H 4.963 4.318 0.118  0.098
H 4.645 2.865 -0.855  0.097
H 3.489 4.182 -0.863  0.098
H 2.570 1.296 5.601  0.051
H 2.654 2.654 6.737  0.111
H 1.355 2.591 5.543  0.076
H 5.061 1.864 4.939  0.072
H 5.453 3.528 4.463  0.094
H 4.973 3.177 6.120  0.108
H 1.935 4.880 4.669  0.098
H 3.196 4.987 5.905  0.106
H 3.604 5.283 4.217  0.092
H -3.419 2.738 4.868  0.139
H -4.153 3.779 2.877  0.097
H -2.803 4.354 1.883  0.100
H -3.704 2.939 1.379  0.074
H 0.189 0.593 6.983  0.070
H -1.028 -0.095 8.071  0.101
H -0.819 -0.761 6.443  0.086
H -0.840 2.927 7.261  0.088
H -2.591 3.148 7.080  0.090
H -1.957 2.198 8.421  0.103
H -3.344 -0.406 6.061  0.096
H -3.439 0.230 7.707  0.102
H -4.070 1.184 6.372  0.085
H 4.623 -0.062 4.803  0.042
H 5.686 -0.988 5.875  0.103
H 5.458 -1.509 4.202  0.095
H 2.807 -0.386 6.723  0.059
H 2.408 -2.039 7.227  0.098
H 3.997 -1.362 7.601  0.102
H 4.646 -3.823 4.820  0.098
H 5.091 -3.358 6.460  0.102
H 3.493 -4.019 6.164  0.092
C -3.484 -0.284 0.155  -0.052
O -2.326 -0.676 -0.625  -0.336
C -2.552 -1.660 -1.600  -0.219
C -3.818 -2.010 -2.024  0.002
C -3.954 -3.011 -2.978  -0.033
C -2.837 -3.650 -3.494  -0.040
C -1.571 -3.282 -3.069  0.010
C -1.423 -2.274 -2.131  -0.178
N -0.159 -1.821 -1.646  -0.110
N 0.878 -2.226 -2.286  0.148
C 2.143 -1.994 -1.875  -0.128
C 2.490 -1.492 -0.588  -0.317
O 1.553 -1.024 0.209  -0.329
C 3.815 -1.550 -0.141  0.008
C 4.794 -2.018 -0.970  0.044
C 4.528 -2.474 -2.289  -0.158
C 5.572 -2.932 -3.119  -0.004
C 5.302 -3.379 -4.383  -0.039
C 3.978 -3.379 -4.850  -0.030
C 2.944 -2.934 -4.058  -0.016
C 3.200 -2.476 -2.760  -0.090
H -3.985 -1.175 0.523  0.116
H -3.115 0.308 0.980  0.042
H -4.156 0.310 -0.460  0.110
H -4.703 -1.535 -1.622  0.120
H -4.946 -3.295 -3.305  0.126
H -2.952 -4.445 -4.220  0.124
H -0.686 -3.772 -3.452  0.118
H 4.033 -1.210 0.866  0.123
H 5.820 -2.046 -0.616  0.136
H 6.589 -2.928 -2.740  0.128
H 6.102 -3.731 -5.021  0.122
H 3.767 -3.736 -5.850  0.121
H 1.930 -2.936 -4.435  0.107
C -2.461 2.021 -5.021  0.020
N -1.339 1.566 -4.170  -0.114
C 0.017 1.422 -4.734  0.028
C -1.552 1.254 -2.931  -0.230
O -0.632 0.828 -2.171  -0.279
H -2.055 2.517 -5.895  0.100
H -3.081 2.730 -4.478  0.103
H -3.064 1.176 -5.346  0.106
H 0.005 1.766 -5.761  0.101
H 0.328 0.380 -4.706  0.101
H 0.722 2.017 -4.159  0.098
H -2.565 1.380 -2.555  0.166

Values from the calculation:
- multiplicity = 1
- molecular weight (g mol⁻¹) = 996.29
- total charge = +3
- HOMO energy (eV) = -14.66

=====

Referenced to the most stable arrangement, the calculated values in eV are arrangement P 0.434; arrangement Q 0.000.

=====

Arrangement P

DFT (ωB97M-V/def2-TZVPD) results for one molecule with the formula O2.

Each line ends with the natural charge from an NBO analysis.
Cartesian coordinates (Å):
O -0.480 0.479 0.198  0.000
O 0.480 -0.479 -0.198  0.000

Values from the calculation:
- multiplicity = 1
- molecular weight (g mol⁻¹) = 32.00
- total charge = 0
- HOMO energy (eV) = -11.45

=====

Arrangement Q

DFT (ωB97M-V/def2-TZVPD) results for a 2-piece molecular cluster, O2 overall.

Each line ends with the natural charge from an NBO analysis.
Cartesian coordinates (Å):
O 0.000 0.000 0.975  0.000
O 0.000 0.000 -0.975  0.000

Values from the calculation:
- multiplicity = 1
- molecular weight (g mol⁻¹) = 32.00
- total charge = 0
- HOMO energy (eV) = -13.08

=====

Referenced to the most stable arrangement, the calculated values in eV are arrangement P 0.000; arrangement Q 5.207.